156
Properties=species:S:1:pos:R:3 method="wB97M-V/def2-TZVPD" s_squared=0.756 e_tot_ha=-2821.09738 multiplicity=2 homo_lumo_gap_ev="5.6 / 5.6" charge=+2
Cd -1.5981 -3.6151 0.9995
O 0.3406 -4.5019 1.2057
O -1.6051 -3.1827 3.2222
O 5.7423 -0.4718 2.8581
O -1.3228 -4.4717 -1.0239
O -5.7304 -1.1733 -3.2335
O -1.2101 -1.6528 0.4897
O 0.5812 -3.3682 4.9457
O -3.7490 6.0031 -3.9500
O -3.2740 2.6872 7.1239
O -1.2664 5.6923 0.7756
O -1.7955 3.7314 -6.8723
O 6.5391 -1.2778 -1.9974
O 2.9683 -2.5889 -5.4050
O 6.1648 -2.0814 0.7053
O -3.2876 -1.5924 -4.3582
N -0.2820 -0.4975 0.3491
C -3.2096 6.0655 -2.6524
C 2.1910 -5.8040 1.9813
C 4.8362 0.1288 -1.1665
C -2.6826 -2.7466 3.9485
C -2.6780 -5.2294 -2.6591
C -2.2967 -1.8179 5.0946
C -6.3709 -0.0324 -2.6433
C -0.4334 -0.3770 -2.0979
C -2.7057 -0.3822 -4.6978
C -0.7656 2.9335 -4.7856
C 1.1765 -2.3476 5.6320
C 1.4541 1.1629 1.3046
C -3.6448 0.4408 -5.6200
C 1.1302 -1.0136 2.3752
C -0.6590 0.4179 -0.8185
C 4.9410 -2.7991 0.6223
C -2.0045 1.2293 -0.7115
C -1.8314 -4.0195 -2.2639
C -5.1769 0.7584 -2.1287
C 5.0328 -3.9292 -0.3951
C 5.1847 0.2400 4.9367
C 0.3643 0.0706 1.6203
C 5.2791 0.6678 3.4848
C 1.6745 -4.4692 1.5583
C 2.6130 -2.8410 5.7724
C -3.5051 2.2982 4.8311
C 0.3767 1.6421 -0.9590
C -0.7267 0.6912 2.5426
C 1.6319 -2.0832 -5.1845
C 6.1806 0.0442 -1.9131
C 0.9102 2.2058 0.3617
C 0.0831 5.8351 1.2378
C 1.6032 -0.6307 -4.9011
C -2.9482 4.6488 -2.0641
C -2.8051 3.1659 5.8069
C -0.9895 4.0933 -5.7563
C 0.3852 7.1696 1.8721
H 0.6513 5.7336 0.3132
H -4.6931 0.4955 -5.3267
H -2.5397 0.1540 -3.7634
H -1.0100 -3.7976 -2.9451
H -3.1086 -1.6725 5.8072
H -0.2442 3.2843 -3.8950
H 0.8111 -2.1680 6.6432
H 1.5179 -6.1540 2.7640
H 4.4581 1.1127 -1.4441
H 0.4957 -4.1702 5.4664
H 5.4207 -3.6588 -1.3772
H 4.2539 -2.0240 0.2830
H -0.4961 0.2464 -2.9899
H 0.0023 4.4382 -6.0487
H 0.1833 4.9657 1.8877
H -2.0378 -6.0892 -2.8565
H -3.3814 -3.5405 4.2120
H -3.9379 6.8830 -4.2841
H -3.5231 1.2463 5.1162
H -0.2786 0.9201 3.5095
H 1.8676 -3.6438 2.2435
H 4.7753 0.0630 -0.0802
H 1.9410 -0.3659 -3.8992
H 2.8908 -3.3864 -5.9337
H 1.4902 -0.5747 3.3057
H 1.2454 1.2425 -1.4822
H -6.4141 -1.7674 -3.5517
H 0.9821 -2.1912 -6.0530
H 0.1543 2.8654 0.7878
H -2.8707 0.6342 -0.4222
H -3.3303 -2.1904 3.2708
H 0.3020 -5.4088 0.8932
H -3.8946 6.5849 -1.9822
H -1.2495 6.1304 -0.0784
H 1.9020 -1.3858 1.7014
H -4.1186 2.2314 7.1446
H -0.8474 -2.9215 3.7507
H 0.4519 8.0656 1.2549
H 3.1680 -5.7144 2.4562
H -4.6349 0.2242 -1.3484
H -3.2882 -5.1095 -3.5543
H -2.3281 4.7385 -1.1722
H 6.0994 0.4249 -2.9313
H -1.4794 -2.1994 5.7066
H -6.9107 -0.5072 -1.8239
H 4.3030 0.9378 3.0817
H -1.2878 -1.0408 -2.2303
H -1.6999 -0.3173 -5.1130
H -7.0840 0.4874 -3.2832
H 2.5794 -3.7717 6.3388
H -2.3675 4.1687 -2.8517
H -0.3660 7.3948 2.6291
H 6.6176 -1.5815 -1.0901
H 2.1999 -4.1143 0.6717
H 6.1388 -1.6271 1.5506
H -3.3255 1.4780 -5.7216
H 4.3389 -0.4403 5.0373
H -4.0397 -1.4682 -3.7748
H 5.7788 -4.7038 -0.2175
H -3.7056 0.0051 -6.6173
H 2.2733 0.6548 0.7957
H -0.7573 -5.2023 -1.2846
H 6.9444 0.5480 -1.3206
H 5.9360 1.5361 3.4332
H -1.2129 1.5388 2.0596
H 1.3572 7.0928 2.3595
H -2.3618 6.7488 -2.7015
H 1.7604 2.8847 0.2957
H 4.7760 1.0751 5.5056
H 0.5412 -1.8736 2.6939
H 0.6896 -0.0972 -5.1633
H 1.2770 -2.8291 -4.4734
H -2.7074 3.7574 -6.5736
H 6.6994 -0.5021 2.9270
H -1.7381 2.4779 -4.5986
H -3.3434 -5.6789 -1.9220
H -0.0587 2.4155 -1.5918
H 1.0336 -1.3804 5.1503
H 4.0503 -4.3996 -0.4322
H -2.4366 -3.1162 -2.1866
H -1.9970 1.9587 0.0984
H -1.5073 4.8312 -5.1436
H 3.1833 -3.1462 4.8950
H 4.5249 -3.1210 1.5770
H -1.5142 0.0218 2.8889
H -3.8368 4.0314 -1.9326
H -3.0771 4.2196 5.7451
H 3.1750 -2.0747 6.3062
H 2.3294 -0.2188 -5.6018
H -4.5626 1.0833 -2.9684
H 0.4764 -0.9771 -2.1125
H -2.3064 1.8096 -1.5834
H 1.7747 1.6254 2.2381
H -0.1185 2.1728 -5.2222
H 4.1309 -0.6567 -1.4377
H 2.2962 -6.6890 1.3538
H -5.5275 1.6716 -1.6479
H -2.1009 -0.8203 4.7013
H 6.0805 -0.1733 5.4001
H -1.7199 3.0911 5.7383
H -4.5117 2.7152 4.8620
H -3.2714 2.5192 3.7896